Entry 1:
9
Properties=species:S:1:pos:R:3:lowdin_charge:R:1 method="wB97M-V/def2-TZVPD" mol_weight_g_mol=84.143 gap_ev="6.982 / 6.981" total_charge=0 homo_energy_ev="-8.05 / -8.05" total_energy_ev=-15042.0219 lumo_ev="-1.07 / -1.07" max_force_ha_per_bohr=0.082 e_above_lowest_kj_mol=545.9
C -1.051 -0.792 0.395 -0.44
C -1.240 1.755 -0.120 -0.24
C 0.176 -0.283 -0.020 -0.34
C 0.028 1.128 -0.110 -0.38
S -2.401 0.144 -0.040 0.89
H -1.317 -1.640 1.033 0.07
H 0.154 -0.080 -1.158 0.18
H 1.260 -0.556 0.335 0.17
H 0.862 1.504 -0.701 0.09


Entry 2:
10
Properties=species:S:1:pos:R:3:lowdin_charge:R:1 method="wB97M-V/def2-TZVPD" mol_weight_g_mol=116.210 gap_ev=7.717 total_charge=0 homo_energy_ev=-8.18 total_energy_ev=-25879.6543 lumo_ev=-0.46 max_force_ha_per_bohr=0.074 e_above_lowest_kj_mol=296.0
C -1.086 1.744 -0.571 -0.38
C -2.055 -0.174 0.176 -1.15
C -0.010 0.737 -0.395 -0.30
C -0.594 -0.448 0.337 -0.28
S -2.502 1.497 0.228 0.96
S -3.154 -1.321 -0.182 0.67
H 0.374 0.478 -1.384 0.12
H 0.800 1.253 0.129 0.12
H -0.337 -0.483 1.401 0.12
H -0.344 -1.410 -0.108 0.11


Entry 3:
11
Properties=species:S:1:pos:R:3:lowdin_charge:R:1 method="wB97M-V/def2-TZVPD" mol_weight_g_mol=148.277 gap_ev=7.227 total_charge=0 smiles="C=C(C=S)C(=S)S" homo_energy_ev=-9.03 total_energy_ev=-36715.4095 lumo_ev=-1.81 max_force_ha_per_bohr=0.087 e_above_lowest_kj_mol=229.9
C 0.685 -1.749 0.371 0.08
C 0.275 -0.475 0.065 -0.50
C 1.417 0.407 -0.263 -0.61
S 3.034 0.021 -0.076 0.70
C -1.064 -0.038 0.056 -1.07
S -2.490 -0.982 -0.221 0.58
S -1.229 1.731 0.170 0.81
H 1.663 -2.041 0.169 -0.01
H 0.078 -2.600 1.015 0.15
H 1.362 1.324 -0.868 0.04
H -0.016 2.121 0.333 -0.18


Entry 4:
12
Properties=species:S:1:pos:R:3:lowdin_charge:R:1 method="wB97M-V/def2-TZVPD" mol_weight_g_mol=180.344 gap_ev=6.807 total_charge=0 smiles="CSC(=S)C(=S)C=S" homo_energy_ev=-8.86 total_energy_ev=-47552.0358 lumo_ev=-2.05 max_force_ha_per_bohr=0.036 e_above_lowest_kj_mol=24.1
C 2.469 -0.290 -0.393 -0.40
S 0.897 0.374 -0.989 0.87
C -0.099 0.302 0.424 -1.24
S 0.320 -0.198 1.904 0.72
C -1.497 0.737 0.155 -0.98
S -1.875 2.315 0.083 0.81
C -2.566 -0.288 -0.034 -0.70
S -2.299 -1.859 -0.260 0.76
H 2.817 0.353 0.413 0.03
H 2.295 -1.338 -0.015 0.06
H 3.128 -0.257 -1.227 0.02
H -3.589 0.148 -0.062 0.06